# 1
Here is the molecule C4H10N2 from the Open Molecules 2025 dataset. Energies are from wB97M-V/def2-TZVPD.

Element x y z (Å)
C1 -0.01 0.75 -2.02
C2 -0.96 0.73 -0.81
C3 -0.29 0.10 0.44
C4 0.97 -0.35 0.54
N1 1.37 -1.22 1.58
N2 -1.19 -0.14 1.50
H1 0.68 -0.08 -1.88
H2 0.76 1.55 -1.92
H3 -0.57 0.87 -2.94
H4 -1.76 -0.01 -1.02
H5 -1.62 1.56 -0.59
H6 1.84 0.12 0.02
H7 2.07 -1.91 1.40
H8 1.60 -0.69 2.42
H9 -0.80 -0.80 2.16
H10 -2.07 -0.47 1.11

Computed properties:
**2S+1**: 1

# 2
Here is a structure of composition CH2N5 from the Open Molecules 2025 dataset. Energies are from wB97M-V/def2-TZVPD.

Element x y z (Å)
C1 -0.12 1.65 -0.57
N1 -0.10 2.52 -1.28
N2 -1.31 -1.38 -0.19
N3 1.18 0.32 1.19
N4 -0.22 -0.86 -0.22
N5 0.25 0.10 0.43
H1 -1.36 -1.98 -0.98
H2 1.68 -0.36 1.62

Computed properties:
**2S+1**: 1
**Total charge**: +1

# 3
Here is a cluster of 4 separate species, C3H14O3 in total from the Open Molecules 2025 dataset. Energies are from wB97M-V/def2-TZVPD.

Element x y z (Å)
C1 -2.50 0.21 0.12
C2 -1.43 -0.89 0.02
C3 -1.59 -1.80 -1.19
H1 -3.49 -0.21 0.05
H2 -2.35 0.74 1.06
H3 -2.40 0.95 -0.68
H4 -0.47 -0.39 -0.02
H5 -1.48 -1.50 0.92
H6 -1.03 -2.73 -1.07
H7 -1.28 -1.36 -2.14
H8 -2.64 -2.09 -1.32
H9 1.70 0.33 -0.98
H10 1.82 -1.22 -1.16
O1 2.06 -0.49 -0.58
H11 1.95 0.04 1.26
H12 2.58 0.34 2.61
O2 1.87 0.64 2.03
H13 0.12 2.09 -0.67
H14 1.03 1.76 0.51
O3 1.05 2.12 -0.40

Computed properties:
**2S+1**: 1

# 4
Here is the molecule C4H6Cl2S2 from the Open Molecules 2025 dataset. Energies are from wB97M-V/def2-TZVPD.

Element x y z (Å)
C1 0.15 -0.98 -0.79
C2 -0.55 0.01 0.16
C3 -0.45 -0.28 1.58
C4 -0.30 1.59 -0.09
H1 1.28 -1.37 -3.12
H2 -1.65 -0.08 -0.16
H3 -1.05 0.31 2.30
H4 -0.52 -1.28 1.65
H5 -0.35 1.80 -1.19
H6 0.68 1.83 0.31
S1 1.39 -0.42 -1.86
S2 -0.43 -2.48 -1.02
Cl1 1.32 0.05 1.95
Cl2 -1.72 2.49 0.46

Computed properties:
**2S+1**: 1

| no. | E_tot (eV) |
| --- | --- |
| 1 | -7289.31853 |
| 2 | -8503.03042 |
| 3 | -9480.92390 |
| 4 | -50959.02812 |